Computed, not measured: a structure of composition C37H35Cl2P2PdS3 in a non-equilibrium geometry, with ωB97M-V with the def2-TZVPD basis set.

Last column: Löwdin charge in e.
CARTESIAN COORDINATES (ANGSTROEM)
1 Pd -0.5391 0.1543 -0.5395  0.093
2 C -4.8798 1.3116 -1.8900  -0.107
3 C -3.6011 0.5858 -1.5789  -0.718
4 S -2.6333 1.2188 -0.4227  0.770
5 C -3.2685 -0.6145 -2.3130  -0.743
6 C -4.2609 -1.1408 -3.3042  -0.110
7 S -1.8420 -1.4000 -2.1186  0.833
8 H -4.8944 2.2880 -1.4148  0.075
9 H -5.7391 0.7432 -1.5240  0.098
10 H -5.0072 1.4387 -2.9657  0.092
11 H -5.2657 -1.1674 -2.8795  0.093
12 H -3.9819 -2.1337 -3.6425  0.074
13 H -4.2981 -0.4770 -4.1727  0.103
14 Cl -0.6141 2.3599 1.9162  0.721
15 C 0.6983 3.2393 1.1934  -0.655
16 C 1.4892 3.9784 2.0580  -0.114
17 C 2.5085 4.7681 1.5566  -0.071
18 C 2.7166 4.8325 0.1911  -0.107
19 C 1.9299 4.0750 -0.6616  -0.681
20 Cl 2.1981 4.2437 -2.3634  0.708
21 C 0.9170 3.2221 -0.1895  -0.668
22 S 0.0129 2.2816 -1.3703  0.600
23 H 1.2794 3.9476 3.1182  0.106
24 H 3.1213 5.3536 2.2279  0.113
25 H 3.4806 5.4714 -0.2292  0.109
26 C 2.6895 -0.9549 1.4005  -0.278
27 C 1.4422 -0.7413 2.2813  -0.335
28 P -0.0832 -1.4742 1.5779  1.041
29 C -1.3944 -0.7835 2.6608  -0.410
30 C -1.1463 -0.4036 3.9771  -0.096
31 C -2.1730 0.0837 4.7729  -0.064
32 C -3.4647 0.1685 4.2730  -0.066
33 C -3.7300 -0.2462 2.9763  -0.071
34 C -2.6978 -0.7178 2.1771  -0.177
35 C -0.0806 -3.2128 2.1173  -0.352
36 C -1.2859 -3.9145 2.1352  -0.085
37 C -1.3105 -5.2510 2.5004  -0.068
38 C -0.1340 -5.9030 2.8433  -0.071
39 C 1.0690 -5.2142 2.8178  -0.066
40 C 1.0993 -3.8773 2.4471  -0.083
41 C 2.7765 -0.1221 0.1306  -0.308
42 P 1.5071 -0.5319 -1.1190  0.889
43 C 2.1164 0.1358 -2.6872  -0.402
44 C 1.4383 -0.2356 -3.8469  -0.096
45 C 1.8769 0.2076 -5.0819  -0.059
46 C 3.0030 1.0176 -5.1699  -0.062
47 C 3.6811 1.3854 -4.0192  -0.081
48 C 3.2375 0.9509 -2.7776  -0.115
49 C 1.7380 -2.3237 -1.3825  -0.348
50 C 2.9807 -2.7210 -1.8860  -0.077
51 C 3.2696 -4.0625 -2.0654  -0.058
52 C 2.3155 -5.0268 -1.7617  -0.060
53 C 1.0743 -4.6411 -1.2829  -0.060
54 C 0.7879 -3.2958 -1.0912  -0.145
55 H 2.7786 -2.0042 1.1078  0.085
56 H 3.5725 -0.7359 2.0038  0.121
57 H 1.2098 0.3239 2.3669  0.057
58 H 1.6430 -1.1225 3.2832  0.089
59 H -0.1482 -0.4711 4.3899  0.103
60 H -1.9639 0.3950 5.7879  0.111
61 H -4.2635 0.5492 4.8956  0.110
62 H -4.7387 -0.2009 2.5856  0.110
63 H -2.9084 -1.0443 1.1652  0.066
64 H -2.2127 -3.4136 1.8838  0.100
65 H -2.2529 -5.7825 2.5233  0.110
66 H -0.1569 -6.9450 3.1335  0.110
67 H 1.9889 -5.7162 3.0873  0.110
68 H 2.0485 -3.3599 2.4344  0.092
69 H 3.7401 -0.3230 -0.3441  0.091
70 H 2.7268 0.9524 0.3316  0.091
71 H 0.5713 -0.8857 -3.7888  0.085
72 H 1.3457 -0.0847 -5.9781  0.111
73 H 3.3488 1.3598 -6.1362  0.111
74 H 4.5533 2.0226 -4.0808  0.112
75 H 3.7671 1.2741 -1.8906  0.101
76 H 3.7259 -1.9797 -2.1507  0.111
77 H 4.2376 -4.3552 -2.4501  0.112
78 H 2.5398 -6.0755 -1.9055  0.111
79 H 0.3225 -5.3840 -1.0501  0.114
80 H -0.1825 -3.0156 -0.7073  0.023

Values from the calculation:
- gap between HOMO and LUMO (eV) = 5.5
- multiplicity = 1
- relative energy (zero: lowest compared OMol25 entry of this formula, charge and spin) (kcal/mol) = 19.8
- LUMO (hartree) = -0.17538
- net charge = +1
- E_tot (eV) = -118541.5367


Computed, not measured: a structure of composition C37H35Cl5GeS4Sb3Tc in a non-equilibrium geometry, with ωB97M-V with the def2-TZVPD basis set.

Last column: Löwdin charge in e.
CARTESIAN COORDINATES (ANGSTROEM)
1 Tc 0.8601 -0.5469 -0.9496  0.295
2 C 2.3288 -3.1583 -3.8457  -0.320
3 Sb 0.7361 -2.8408 -2.4751  1.267
4 C -0.9490 -3.3975 -3.6454  -0.261
5 C 1.0639 -4.7309 -1.4842  -0.307
6 C -0.1003 -5.2496 -0.7097  -0.287
7 C -0.9882 -6.1262 -1.3280  -0.059
8 C -2.0710 -6.6590 -0.6535  -0.080
9 C -2.2723 -6.3326 0.6795  -0.081
10 C -1.3963 -5.4664 1.3063  -0.067
11 C -0.3187 -4.8985 0.6306  -0.289
12 C 0.5573 -3.9218 1.3481  -0.298
13 Sb -0.1410 -1.8881 1.1463  1.311
14 C -2.1085 -2.2130 1.8831  -0.313
15 C 0.7616 -1.1803 2.9423  -0.280
16 H 2.0126 -3.8960 -4.5796  0.015
17 H 3.1814 -3.5399 -3.2863  0.011
18 H 2.6249 -2.2342 -4.3360  -0.036
19 H -0.6710 -4.2489 -4.2563  0.015
20 H -1.2500 -2.5736 -4.2837  -0.005
21 H -1.7716 -3.6696 -2.9933  0.012
22 H 1.9531 -4.5973 -0.8669  0.054
23 H 1.3244 -5.4236 -2.2867  0.070
24 H -0.8093 -6.4068 -2.3583  0.112
25 H -2.7402 -7.3405 -1.1582  0.103
26 H -3.0974 -6.7591 1.2302  0.103
27 H -1.5408 -5.2302 2.3522  0.106
28 H 1.5937 -3.9409 1.0143  0.049
29 H 0.5439 -4.1089 2.4239  0.070
30 H -2.0435 -2.9374 2.6870  0.007
31 H -2.7572 -2.5878 1.1000  0.012
32 H -2.5087 -1.2795 2.2638  -0.020
33 H 0.3692 -1.7456 3.7865  0.016
34 H 0.5810 -0.1194 3.0935  -0.022
35 H 1.8378 -1.3287 2.8668  0.017
36 Cl -2.4170 0.3304 -0.0820  0.730
37 C -2.1199 0.3186 -1.7902  -0.662
38 C -0.8517 -0.0243 -2.2479  -0.375
39 C -0.7123 0.0708 -3.6334  -0.721
40 Cl 0.8229 -0.3030 -4.3632  0.657
41 C -1.7440 0.4143 -4.5052  -0.715
42 Cl -1.5040 0.4379 -6.2102  0.687
43 C -2.9980 0.7283 -3.9906  -0.715
44 Cl -4.2943 1.1497 -5.0366  0.687
45 C -3.1837 0.6906 -2.6127  -0.706
46 Cl -4.7233 1.1028 -1.9588  0.682
47 S 4.8033 0.4260 -3.6084  -0.124
48 Sb 4.3508 0.6615 -1.4484  0.068
49 S 2.9283 -1.3005 -0.8039  0.023
50 S 1.8155 1.5708 -1.6055  0.466
51 S 5.7194 1.4882 0.0908  -0.078
52 C 0.8595 1.2708 -0.2234  -0.795
53 Ge 0.4161 2.7887 0.9947  0.942
54 C 0.8513 4.3717 -0.0426  -0.311
55 C 0.1737 4.6299 -1.2332  -0.141
56 C 0.4964 5.7321 -2.0058  -0.079
57 C 1.5090 6.5883 -1.5975  -0.083
58 C 2.1932 6.3397 -0.4204  -0.078
59 C 1.8655 5.2353 0.3538  -0.091
60 C -1.4171 2.8805 1.6508  -0.314
61 C -2.2314 3.9436 1.2841  -0.095
62 C -3.5235 4.0524 1.7801  -0.073
63 C -4.0107 3.1056 2.6621  -0.080
64 C -3.2008 2.0494 3.0557  -0.088
65 C -1.9182 1.9426 2.5518  -0.184
66 C 1.5989 2.5306 2.5161  -0.290
67 C 1.1443 2.7063 3.8204  -0.111
68 C 2.0012 2.5134 4.8936  -0.082
69 C 3.3180 2.1381 4.6751  -0.081
70 C 3.7812 1.9606 3.3818  -0.078
71 C 2.9252 2.1590 2.3111  -0.125
72 H -0.6100 3.9589 -1.5697  0.105
73 H -0.0352 5.9209 -2.9272  0.104
74 H 1.7685 7.4452 -2.2031  0.103
75 H 2.9860 7.0019 -0.1047  0.104
76 H 2.4111 5.0450 1.2699  0.100
77 H -1.8630 4.6952 0.6000  0.092
78 H -4.1471 4.8809 1.4761  0.105
79 H -5.0158 3.1908 3.0494  0.104
80 H -3.5715 1.3127 3.7545  0.105
81 H -1.2974 1.1129 2.8689  0.082
82 H 0.1193 2.9972 4.0057  0.094
83 H 1.6396 2.6556 5.9018  0.102
84 H 3.9819 1.9850 5.5135  0.103
85 H 4.8032 1.6635 3.1949  0.090
86 H 3.3125 2.0111 1.3100  0.020

Values from the calculation:
- gap between HOMO and LUMO (spin up / spin down) (eV) = 6.0 / 6.0
- multiplicity = 1
- relative energy (zero: lowest compared OMol25 entry of this formula, charge and spin) (kcal/mol) = 26.3
- LUMO (spin up / spin down) (hartree) = -0.07626 / -0.07632
- E_tot (eV) = -223216.6287


- The lowest relative energy (zero: lowest compared OMol25 entry of this formula, charge and spin) belongs to which entry?
  C37H35Cl2P2PdS3